[1]
ORCA calculation (the ωB97M-V functional and the def2-TZVPD basis) on a structure of composition C12H39CoN10O7 at a distorted geometry.

Computed properties:
* E_LUMO (alpha / beta): -3.2 / -3.8 eV
* total energy: -2937.390371 Ha
* net charge: +1
* Kohn-Sham gap (alpha / beta): 8.07 / 7.48 eV
* HOMO (alpha / beta): -11.26 / -11.26 eV
* multiplicity: 4

Structure (XYZ):
```
69
Properties=species:S:1:pos:R:3:lowdin_charge:R:1
Co -3.6104 -16.2933 4.5868 0.96
O -2.3428 -16.6805 6.0725 -0.38
H -2.6305 -16.9981 6.9505 0.01
C -0.4593 -14.4879 1.9863 -0.04
C -1.7000 -15.3348 2.2670 -0.37
C -1.2634 -16.7818 2.6434 -0.16
O -2.3682 -17.3213 3.2931 -0.30
C -2.3182 -18.7339 3.4271 -0.04
N -2.3302 -14.6529 3.3929 0.05
H -0.5634 -13.4144 1.8286 0.09
H -0.1667 -14.6444 0.9480 0.09
H 0.2676 -14.6182 2.7880 0.09
H -2.3858 -15.5840 1.4573 0.15
H -0.4432 -16.7527 3.3606 0.12
H -1.1094 -17.2957 1.6945 0.15
H -2.5752 -19.2072 2.4795 0.11
H -3.0791 -18.9063 4.1882 0.08
H -1.3902 -19.1517 3.8174 0.11
H -2.6269 -13.7608 3.0238 0.11
H -1.5636 -14.3926 3.9967 0.04
C -5.4938 -15.6801 11.2733 -0.04
C -6.1942 -16.4634 10.0907 -0.38
C -7.7198 -16.2471 9.6875 -0.15
O -7.7992 -14.8250 9.5689 -0.21
C -9.0590 -14.2371 9.9090 -0.09
N -5.3347 -16.3177 8.9375 0.01
H -6.0522 -15.9134 12.1798 0.08
H -5.5407 -14.6027 11.1144 0.08
H -4.5253 -16.1572 11.4231 0.08
H -6.0412 -17.4628 10.4981 0.13
H -8.4634 -16.5737 10.4146 0.12
H -8.0015 -16.7737 8.7756 0.10
H -9.1816 -13.1872 9.6430 0.08
H -9.2287 -14.1116 10.9784 0.09
H -9.8379 -14.7582 9.3524 0.09
H -4.4536 -16.7567 9.1636 0.08
H -5.1191 -15.3310 8.9307 0.08
C -0.1371 -14.9184 10.1045 -0.88
O 0.8876 -14.8964 10.7923 0.03
N -1.0751 -14.1732 10.2694 0.18
N -0.2827 -15.6290 9.0630 0.18
H -0.9219 -13.3763 10.8706 0.14
H -1.7273 -14.0602 9.5065 0.10
H -1.0405 -15.6915 8.3982 0.08
H 0.5760 -16.1264 8.8752 0.13
C -0.8466 -13.2966 6.2043 -0.76
O -0.2132 -13.7311 5.2782 0.04
N -0.6397 -12.1743 6.8386 0.19
N -1.7716 -14.0288 6.8078 0.15
H 0.2515 -11.7819 6.5703 0.14
H -1.2771 -11.9065 7.5748 0.12
H -1.9689 -14.9603 6.4708 0.03
H -2.3700 -13.5016 7.4275 0.10
C -5.8480 -18.1984 5.7822 -0.67
O -5.0172 -17.4769 5.3280 0.00
N -6.6416 -18.9539 5.1059 0.19
N -6.3660 -18.1104 7.0440 0.18
H -7.3466 -19.4916 5.5896 0.13
H -6.5327 -19.0162 4.1037 0.14
H -6.9365 -18.9388 7.1351 0.11
H -6.1511 -17.4160 7.7452 0.04
C 0.3422 -18.5397 6.1208 -0.79
O 1.1927 -19.3560 5.8792 0.05
N 0.3034 -17.3462 5.7213 0.17
N -0.5834 -18.7018 7.1249 0.15
H 1.0487 -17.0396 5.1126 0.14
H -0.5533 -16.8755 5.9755 0.05
H -1.4233 -18.1640 6.9655 0.03
H -0.6869 -19.5397 7.6793 0.11
```

[2]
ORCA calculation (the ωB97M-V functional and the def2-TZVPD basis) on a cluster of 3 separate species, C12H40BN6O3P3 in total at a distorted geometry.

Computed properties:
* E_LUMO: -0.8 eV
* total energy: -2084.189074 Ha
* net charge: 0
* Kohn-Sham gap: 7.21 eV
* SMILES string: CN(C)P(=O)(N(C)C)N(C)C.CN(C)P(=O)(N(C)C)N(C)C.B[PH2]=O
* HOMO: -8.01 eV

Structure (XYZ):
```
65
Properties=species:S:1:pos:R:3:lowdin_charge:R:1
C 7.3076 2.2460 -1.8970 -0.14
N 6.6202 1.2492 -1.1063 -0.32
C 7.5864 0.5231 -0.2870 -0.14
P 5.3123 0.2788 -1.6485 0.74
O 4.6318 0.0533 -0.3151 -0.30
N 4.0525 1.2732 -2.3317 -0.35
C 3.9801 2.6809 -1.9622 -0.13
C 2.7302 0.6678 -2.1961 -0.15
N 6.0246 0.0149 -3.2625 -0.30
C 5.4945 0.6151 -4.4776 -0.13
C 6.2565 -1.4266 -3.5049 -0.14
H 8.0165 1.8077 -2.6140 0.08
H 7.8701 2.9077 -1.2351 0.09
H 6.6235 2.8857 -2.4497 0.05
H 8.2425 -0.1114 -0.9018 0.08
H 7.0760 -0.1174 0.4329 0.07
H 8.2059 1.2134 0.2871 0.08
H 4.0960 2.8407 -0.8836 0.09
H 3.0214 3.1032 -2.2653 0.08
H 4.7331 3.2688 -2.4905 0.05
H 2.3113 0.8010 -1.1915 0.08
H 2.7755 -0.4063 -2.4001 0.07
H 2.0419 1.1048 -2.9225 0.08
H 4.4872 0.2720 -4.7262 0.08
H 6.1554 0.3541 -5.3101 0.09
H 5.4963 1.7004 -4.4191 0.07
H 5.3179 -1.9703 -3.6576 0.08
H 6.7698 -1.8732 -2.6468 0.07
H 6.8972 -1.5790 -4.3741 0.08
C -3.8130 -0.1493 3.3565 -0.14
N -4.0434 -0.1419 1.9305 -0.31
C -3.2581 0.9372 1.3169 -0.14
P -5.5499 -0.4179 1.1674 0.73
O -5.0445 -0.9841 -0.1438 -0.30
N -6.2741 -1.9024 1.7384 -0.35
C -5.4239 -2.9193 2.3374 -0.14
C -7.1396 -2.5199 0.7385 -0.15
N -6.4691 0.5266 2.3727 -0.30
C -7.3650 -0.0768 3.3464 -0.14
C -7.1613 1.6651 1.7299 -0.14
H -4.1558 0.7719 3.8494 0.08
H -2.7420 -0.2490 3.5482 0.08
H -4.2885 -0.9932 3.8543 0.05
H -3.6482 1.9294 1.6006 0.08
H -3.2831 0.8656 0.2295 0.07
H -2.2050 0.8609 1.6140 0.03
H -4.5079 -3.0980 1.7593 0.08
H -5.9626 -3.8648 2.4184 0.08
H -5.1504 -2.6557 3.3612 0.05
H -6.5738 -3.0687 -0.0213 0.08
H -7.7367 -1.7619 0.2247 0.07
H -7.8382 -3.2076 1.2219 0.08
H -8.2262 -0.5746 2.8929 0.08
H -7.7398 0.7106 4.0079 0.09
H -6.8412 -0.7837 3.9849 0.07
H -8.0053 1.3342 1.1142 0.08
H -6.4652 2.2100 1.0842 0.08
H -7.5254 2.3731 2.4754 0.08
B 1.7410 -1.4791 1.1585 -0.06
P -0.1685 -1.2456 1.0627 0.64
O -0.4850 0.2112 1.1558 -0.52
H 2.3753 -0.5924 1.6161 0.00
H 2.3381 -2.4229 0.7534 -0.02
H -0.8621 -1.9409 2.0849 0.00
H -0.6356 -1.7234 -0.1849 0.00
```

[3]
ORCA calculation (the ωB97M-V functional and the def2-TZVPD basis) on a cluster of 8 separate species, C12H40F2N2O10S2 in total at a distorted geometry.

Computed properties:
* E_LUMO (alpha / beta): -2.9 / -9.1 eV
* total energy: -2338.722409 Ha
* net charge: +1
* Kohn-Sham gap (alpha / beta): 9.86 / 3.69 eV
* HOMO (alpha / beta): -12.76 / -12.76 eV
* multiplicity: 2

Structure (XYZ):
```
68
Properties=species:S:1:pos:R:3:lowdin_charge:R:1
N -0.5063 0.1169 -0.0626 0.30
H -1.2479 -0.2731 0.5014 0.02
H -1.0453 0.5055 -0.8232 0.08
H 0.0923 -0.6038 -0.4402 0.09
H -0.0123 0.8293 0.4554 0.07
N -2.3699 -0.8195 1.5690 -0.32
S -4.0908 -0.6127 1.7757 0.62
O -4.6033 0.7027 1.4307 -0.23
O -4.8916 -1.3326 2.7566 -0.22
F -4.3678 -1.5334 0.4802 -0.20
S -2.1684 -0.4915 3.0636 0.49
O -2.1158 -1.6045 4.0167 -0.26
O -2.5988 0.8145 3.5819 -0.23
F -0.5580 -0.3109 2.9629 -0.20
C 1.4024 -3.0453 -1.9230 -0.07
C 2.3283 -1.8354 -1.9114 -0.29
O 1.4732 -0.7466 -1.6694 -0.13
H 2.0743 -3.9023 -1.8762 0.08
H 0.7149 -3.1211 -2.7654 0.07
H 0.6963 -3.0923 -1.0940 0.04
H 2.9623 -1.7803 -2.7963 0.12
H 3.1152 -1.9298 -1.1631 0.11
H 1.9278 0.0655 -1.9050 0.04
C -1.7192 -4.4168 1.8236 0.02
C -2.0751 -3.9567 0.4110 -0.16
O -1.4673 -2.7455 0.0943 0.20
H -0.6444 -4.3226 1.9787 0.11
H -1.8728 -5.4909 1.9268 0.11
H -2.2916 -3.9159 2.6044 0.09
H -3.1622 -3.8965 0.4641 0.16
H -1.7878 -4.6951 -0.3375 0.15
H -1.8889 -2.0295 0.5752 0.02
C 3.1530 -0.0136 2.0870 -0.06
C 3.9662 1.1199 2.7383 -0.33
O 3.1843 2.2053 3.0253 -0.07
H 3.7342 -0.9025 1.8418 0.08
H 2.7780 0.3278 1.1222 0.06
H 2.3833 -0.3447 2.7840 0.08
H 4.7538 1.5280 2.1048 0.11
H 4.4287 0.7727 3.6622 0.12
H 3.6986 2.7116 3.6584 0.11
C -1.4544 3.0739 0.9532 -0.04
C -0.2434 3.1092 1.9436 -0.27
O 0.6041 2.0860 1.5794 -0.13
H -2.0819 3.9546 1.0900 0.09
H -1.9166 2.0936 1.0699 0.04
H -1.1565 3.0075 -0.0932 0.05
H -0.5924 2.7836 2.9236 0.11
H 0.2621 4.0749 1.9480 0.12
H 1.4964 2.2261 1.9046 0.06
C -1.5597 -0.8728 -3.3608 -0.08
C -2.0296 0.5391 -3.5898 -0.29
O -1.9746 1.0906 -2.3119 -0.11
H -1.5963 -1.4227 -4.3012 0.09
H -2.1953 -1.3400 -2.6085 0.07
H -0.5257 -1.0005 -3.0403 0.05
H -2.9691 0.5794 -4.1410 0.13
H -1.2472 1.1570 -4.0303 0.12
H -2.5541 1.8501 -2.4070 0.11
C 1.7900 3.2821 -2.8413 -0.08
C 2.2886 2.6901 -1.5521 -0.26
O 2.9944 1.4624 -1.9354 -0.11
H 1.2366 4.1918 -2.6084 0.09
H 1.2534 2.5267 -3.4154 0.08
H 2.6650 3.4351 -3.4731 0.08
H 1.3863 2.4600 -0.9855 0.09
H 2.9805 3.3137 -0.9859 0.12
H 3.7579 1.7136 -2.4602 0.10
```

In order of appearance, molecular weight = 494.440; 420.225; 474.586 g mol⁻¹.